Record 1
C11H18Cl2N2STi as an isolated structure, computed with ωB97M-V/def2-TZVPD.

* DFT total energy: -2707.49527 Ha
* ⟨S²⟩: 1.020

The geometry in ORCA input format:
```
! wB97M-V def2-TZVPD RIJCOSX def2/J DEFGRID3
* xyz -1 2
Ti -0.230 -0.305 1.145
Cl 0.930 -1.340 2.829
Cl -0.932 -1.400 -0.710
C 0.465 2.639 -2.837
H -0.648 2.703 -2.938
H 1.119 2.238 -3.685
C 0.432 1.425 0.335
C 1.070 3.174 -1.783
H -0.073 2.527 0.526
C 2.553 3.118 -1.542
H 0.529 3.663 -0.928
C 3.254 1.760 -1.212
H 2.997 3.385 -2.533
H 2.830 3.896 -0.785
C 3.209 1.336 0.239
H 2.787 0.994 -1.824
H 4.319 1.834 -1.494
C 1.800 1.449 0.949
H 3.552 0.264 0.286
H 3.919 1.902 0.916
H 1.825 0.637 1.681
H 1.877 2.426 1.441
C -4.485 -0.650 0.749
N -3.708 -1.273 1.837
C -3.982 -2.487 2.478
C -3.089 -2.601 3.492
N -2.239 -1.516 3.438
C -2.594 -0.696 2.373
S -1.985 0.875 2.095
H -4.623 0.432 0.961
H -3.959 -0.751 -0.210
H -5.455 -1.143 0.696
H -4.791 -3.149 2.151
H -3.009 -3.353 4.240
H -1.438 -1.332 4.094
*
```

Record 2
C11H18ClGaNd as an isolated structure, computed with ωB97M-V/def2-TZVPD.

* relative energy (zero: lowest compared OMol25 entry of this formula, charge and spin): 0.360 eV
* ⟨S²⟩: 3.757

The geometry in ORCA input format:
```
! wB97M-V def2-TZVPD RIJCOSX def2/J DEFGRID3
* xyz -1 4
Nd 0.842 -1.020 -3.229
Cl 2.213 -3.090 -2.690
C 2.181 0.863 -3.754
C -0.821 -1.426 -4.890
H 2.007 1.192 -4.789
H 2.135 1.707 -3.049
H 3.151 0.317 -3.706
H -0.673 -0.822 -5.801
H -1.878 -1.373 -4.585
H -0.522 -2.463 -5.144
Ga -0.983 0.374 -0.161
C -1.944 -1.192 0.598
C -1.712 1.446 -1.551
H -3.019 -1.093 0.396
H -1.643 -2.163 0.173
H -1.789 -1.262 1.678
H -2.409 0.967 -2.273
H -1.059 2.253 -1.958
C 0.772 0.746 0.837
C 0.549 0.613 2.306
C 1.422 -0.172 3.099
C 1.139 -0.388 4.447
C 0.010 0.182 5.040
C -0.836 1.014 4.283
C -0.554 1.241 2.927
H 1.549 0.067 0.434
H 0.901 1.809 0.539
H 2.296 -0.614 2.630
H 1.806 -1.045 5.031
H -0.217 -0.040 6.074
H -1.719 1.465 4.746
H -1.196 1.908 2.339
*
```

Record 3
C11H18N2 in the gas phase, computed with ωB97M-V/def2-TZVPD.

* relative energy (zero: lowest compared OMol25 entry of this formula, charge and spin): 4.761 eV
* SMILES: CCCCCCn1ccc(=N)cc1

The geometry in ORCA input format:
```
! wB97M-V def2-TZVPD RIJCOSX def2/J DEFGRID3
* xyz 0 1
C 0.537 2.884 -0.043
C 1.389 1.629 0.296
C 1.061 0.749 -0.815
C 2.001 -0.491 -0.871
C 1.998 -1.363 0.421
C 0.757 -2.272 0.472
C -1.274 -1.712 -0.721
C -2.266 -0.862 -1.006
C -2.874 0.059 0.068
C -1.975 0.256 1.114
C -0.890 -0.509 1.233
H 0.302 3.791 0.695
H 0.774 3.499 -0.915
H -0.449 2.730 -0.344
H 1.298 1.360 1.444
H 2.467 2.046 0.071
H 0.980 1.298 -1.780
H 0.087 0.303 -0.589
H 1.662 -1.104 -1.673
H 3.189 -0.238 -0.698
H 2.145 -0.820 1.410
H 2.830 -2.059 0.100
H 0.967 -2.929 -0.250
H 0.541 -3.163 1.225
H -1.178 -2.807 -1.280
H -2.644 -1.076 -1.977
H -4.650 1.023 0.375
H -1.995 1.095 1.817
H -0.218 -0.343 2.148
N -0.442 -1.432 0.389
N -4.132 0.458 -0.316
*
```

Record 4
C11H18N2O4PdS2 as an isolated structure, computed with ωB97M-V/def2-TZVPD.

* relative energy (zero: lowest compared OMol25 entry of this formula, charge and spin): 0.000 eV

The geometry in ORCA input format:
```
! wB97M-V def2-TZVPD RIJCOSX def2/J DEFGRID3
* xyz -2 1
Pd -0.638 -1.271 0.836
C -2.717 -1.599 0.906
C -3.123 -2.925 0.586
C -2.971 -3.953 1.482
C -2.395 -3.706 2.751
C -2.005 -2.438 3.099
C -2.163 -1.337 2.204
H -3.122 -0.781 0.318
H -3.557 -3.113 -0.391
H -3.264 -4.962 1.212
H -2.241 -4.529 3.440
H -1.566 -2.257 4.075
H -2.214 -0.338 2.634
O 3.476 -1.297 -0.219
S 2.119 -1.537 0.299
O 1.697 -0.379 1.178
O 1.115 -1.549 -0.828
O 2.004 -2.789 1.068
C 2.551 2.232 -0.062
N 1.088 2.337 -0.067
C 0.467 2.474 1.238
C 0.357 1.910 -1.099
S -1.308 1.692 -1.055
N 1.092 1.718 -2.291
C 0.676 0.595 -3.114
C 1.253 2.946 -3.040
H 2.817 1.220 0.255
H 2.939 2.967 0.646
H 2.960 2.439 -1.044
H 1.129 3.052 1.883
H 0.319 1.478 1.662
H -0.493 2.977 1.132
H 0.622 -0.288 -2.477
H 1.463 0.425 -3.856
H -0.276 0.779 -3.629
H 1.633 3.741 -2.397
H 0.302 3.287 -3.484
H 1.971 2.778 -3.847
*
```

Record 5
C11H18N3 as an isolated structure, computed with ωB97M-V/def2-TZVPD.

* relative energy (zero: lowest compared OMol25 entry of this formula, charge and spin): 3.596 eV

The geometry in ORCA input format:
```
! wB97M-V def2-TZVPD RIJCOSX def2/J DEFGRID3
* xyz 1 1
C 0.929 -3.360 -0.428
C 0.656 -2.226 0.257
C 1.054 -3.257 -1.811
C 0.678 -1.032 -1.817
C 0.553 -1.067 -0.468
C 0.781 0.813 2.818
C -0.377 0.357 1.827
C 1.765 1.651 2.022
C 0.305 0.594 0.490
C -2.577 1.469 -1.900
C -1.869 0.651 -0.846
N 0.985 -2.134 -2.504
N 1.582 1.205 0.627
N -0.625 1.268 -0.565
H 0.729 -4.382 0.079
H 0.405 -2.349 1.322
H 1.241 -4.184 -2.352
H 0.659 0.029 -2.361
H 0.408 1.368 3.640
H 1.279 -0.157 3.226
H -0.459 -0.657 1.899
H -1.206 0.960 1.868
H 1.550 2.666 2.117
H 2.858 1.249 2.181
H -3.379 0.911 -2.409
H -3.028 2.339 -1.514
H -1.913 1.938 -2.487
H -1.863 -0.403 -1.134
H -2.330 0.589 0.067
H 2.073 1.672 -0.219
H -0.795 2.221 -0.175
H -0.068 1.255 -1.451
*
```

Record 6
A 3-piece molecular cluster, C11H18N3O4S overall, computed with ωB97M-V/def2-TZVPD.

* DFT total energy: -1293.32900 Ha

The geometry in ORCA input format:
```
! wB97M-V def2-TZVPD RIJCOSX def2/J DEFGRID3
* xyz -1 1
C 1.096 1.464 2.688
N 1.225 2.868 3.031
C 0.170 3.775 2.533
N -0.913 4.087 3.388
N -1.582 2.741 3.738
C -2.371 2.233 3.012
S -3.420 1.463 2.086
H 1.834 1.169 1.934
H 1.249 0.821 3.554
H 0.118 1.225 2.271
H 1.334 3.009 4.023
H 0.627 4.751 2.345
H -0.110 3.359 1.542
O -0.647 0.039 -0.405
C -1.530 -0.624 -0.851
O -1.346 -1.938 -1.184
C -2.530 -2.464 -1.800
C -3.663 -1.556 -1.336
C -2.951 -0.212 -1.183
H -2.396 -2.436 -2.885
H -2.650 -3.500 -1.489
H -4.507 -1.542 -2.023
H -4.026 -1.888 -0.362
H -2.934 0.355 -2.115
H -3.365 0.395 -0.384
O 5.060 -1.793 -2.930
C 3.994 -1.579 -2.428
O 3.000 -0.950 -3.092
C 1.867 -0.735 -2.216
C 2.017 -1.774 -1.118
C 3.536 -1.909 -1.017
H 1.912 0.283 -1.828
H 0.952 -0.854 -2.788
H 1.527 -1.481 -0.195
H 1.584 -2.721 -1.444
H 3.971 -1.177 -0.335
H 3.865 -2.906 -0.738
*
```